Entry 1:
103
Properties=species:S:1:pos:R:3 method="wB97M-V/def2-TZVPD" homo_lumo_gap_ha=0.2615 e_homo_ev=-8.725
I 4.38 1.26 -3.14
I 2.21 3.94 -1.99
S -3.18 0.61 1.92
O 3.05 -2.86 5.53
O -4.49 0.51 2.52
O -7.30 -2.67 0.80
O 5.09 -0.60 0.29
O 1.44 -3.59 1.78
O 4.99 3.41 -5.38
O -2.30 1.38 2.75
O -6.33 -0.71 0.34
O -1.24 -3.19 -5.77
O -1.65 -0.79 9.93
O -3.73 -0.18 9.31
O -2.26 -0.86 7.76
O 2.99 4.14 -6.12
O -5.09 -2.59 0.35
O 1.70 -1.05 5.60
O -0.71 0.08 -9.64
O 4.56 3.50 -7.58
O -1.61 1.39 -8.06
O -1.26 2.21 -10.13
O -1.51 -1.43 -4.40
O 0.87 -3.09 6.06
O -1.23 0.37 -0.36
O -1.91 -3.49 -3.64
C 3.46 3.30 0.78
C -0.14 -2.14 6.41
C -3.53 -0.77 7.10
C 4.06 1.58 -1.02
C -1.18 -1.25 1.33
C 5.58 -0.54 1.64
C -2.13 -1.26 -3.12
C -2.47 -0.63 9.09
C -1.53 -2.75 -4.71
C -1.95 -2.63 -2.50
C 4.25 3.66 -6.27
C 3.73 -0.50 0.22
C 0.97 -0.35 0.23
C -4.32 0.10 8.05
C -7.74 -0.47 0.36
C 1.66 -1.43 0.81
C -0.52 -0.33 0.34
C -1.59 0.06 -7.52
C -8.27 -1.67 1.10
C 6.37 1.08 3.34
C 0.28 -0.91 5.67
C -0.58 -0.64 -8.40
C -6.14 -2.04 0.49
C 3.73 3.07 -0.73
C -0.50 -2.25 1.84
C 0.92 -2.55 1.50
C 3.01 -1.52 0.81
C 6.54 0.67 1.86
C 3.36 3.68 -8.33
C 2.52 4.53 -7.41
C -1.20 1.31 -9.35
C 3.12 0.58 -0.40
C -2.63 -1.08 1.74
C 1.73 0.62 -0.39
C 1.98 -2.38 5.71
H -0.12 -0.87 4.65
H -2.59 -0.37 -7.60
H 4.41 3.20 1.31
H 7.56 0.31 1.74
H -3.18 -1.00 -3.28
H 3.52 -2.35 1.27
H 5.32 1.19 3.62
H 5.04 1.40 -0.57
H -4.21 1.17 7.83
H 6.81 0.34 4.01
H 1.45 4.33 -7.51
H -8.30 -1.51 2.18
H 6.25 1.46 1.17
H -1.12 -2.50 6.11
H -7.97 0.47 0.85
H -1.65 -0.47 -2.55
H -3.28 -1.62 1.03
H -8.10 -0.42 -0.67
H 6.08 -1.49 1.86
H -1.01 -2.72 -1.95
H 3.10 4.33 0.89
H 0.44 -0.54 -8.04
H 1.20 1.45 -0.85
H -2.76 -1.55 2.72
H 4.78 -0.44 2.38
H 2.92 2.71 -8.53
H -1.29 0.07 -6.48
H -3.95 -1.77 7.01
H -0.14 -2.00 7.49
H -5.38 -0.14 8.05
H 4.64 3.63 -0.95
H -3.42 -0.33 6.11
H 6.85 2.05 3.52
H -3.38 1.13 0.68
H -0.99 -2.92 2.56
H -0.81 -1.69 -8.54
H -2.77 -2.90 -1.84
H -9.26 -1.97 0.76
H 2.71 2.61 1.19
H 0.01 0.01 6.19
H 2.69 5.60 -7.55
H 3.57 4.17 -9.28

Entry 2:
78
Properties=species:S:1:pos:R:3 method="wB97M-V/def2-TZVPD" multiplicity=3 homo_lumo_gap_ha="0.2643 / 0.1893" e_homo_ev="-7.597 / -7.642"
W 0.85 0.43 0.90
Se 0.91 -0.35 3.50
Se 3.40 0.02 1.19
S -0.16 2.89 0.79
S 2.07 2.91 2.72
F 0.08 5.46 0.05
F 1.84 4.82 4.43
F 1.14 4.14 -1.28
F 0.93 5.35 2.55
F -1.02 4.19 -1.32
F -0.07 3.98 3.89
O 3.42 3.44 2.58
O 6.11 -0.26 5.07
O -1.29 3.56 1.37
O -0.34 1.47 1.96
O -0.16 1.81 -0.31
O 3.45 -2.58 5.03
N 1.46 2.76 1.16
N 1.78 0.33 -1.13
N -1.37 -0.41 0.47
N 2.42 -0.72 -1.69
N 0.85 -1.70 0.57
N -1.88 -1.40 1.24
C -1.42 -4.55 5.01
C 1.01 -3.38 2.34
C 1.90 -2.03 -1.64
C -1.06 -2.26 1.99
C -2.39 0.14 -0.14
C 2.38 1.43 -1.59
C 1.14 -2.47 -0.55
C 4.77 0.10 5.29
C -0.84 -3.85 3.80
C 3.91 -1.81 3.92
C 0.62 -3.78 -0.69
C 2.44 0.12 4.61
C 0.89 -4.59 -1.77
C 0.27 -2.43 1.63
C 1.11 4.37 3.41
C 1.68 -4.15 -2.82
C 4.26 0.45 2.89
C -3.23 -1.47 1.09
C 0.48 -4.08 3.40
C -3.59 -0.49 0.20
C 3.41 1.09 -2.46
C 2.14 -2.85 -2.74
C 3.82 -0.31 4.14
C 3.40 -0.28 -2.49
C 0.05 4.25 -0.50
C -1.59 -2.94 3.08
C 1.94 -5.00 -4.03
H 4.95 -2.09 3.75
H 4.04 -0.97 -3.02
H 4.08 1.76 -2.96
H -0.94 -5.51 5.17
H 2.50 -2.68 4.95
H 3.36 -2.07 3.01
H 1.98 -6.06 -3.76
H -1.27 -3.95 5.91
H -2.23 0.98 -0.80
H 4.39 -0.34 6.22
H 1.15 -4.89 -4.78
H 6.24 -1.18 5.34
H -3.81 -2.22 1.59
H -2.61 -2.74 3.39
H 0.47 -5.59 -1.80
H 4.21 1.52 3.04
H 2.39 1.20 4.73
H 2.88 -4.74 -4.51
H 2.69 -2.45 -3.58
H -0.03 -4.16 0.08
H 2.19 -0.35 5.56
H -4.58 -0.27 -0.15
H -2.49 -4.71 4.89
H 5.30 0.20 2.67
H 2.03 -3.57 2.01
H 4.75 1.19 5.39
H 2.10 2.39 -1.22
H 1.08 -4.81 3.92

Entry 3:
78
Properties=species:S:1:pos:R:3 method="wB97M-V/def2-TZVPD" charge=+3 homo_lumo_gap_ha="0.2126 / 0.2124" e_homo_ev="-15.527 / -15.527"
Nb 0.40 -0.09 -0.74
Cl 2.80 0.23 -4.57
S 0.42 3.78 2.24
S 3.59 -1.81 2.57
Si 2.15 0.34 -6.77
Si 0.79 0.29 -3.75
N -0.95 3.24 -0.04
N 0.76 1.73 0.65
N 2.03 -0.63 0.83
N 2.33 -2.96 0.46
C 0.89 -1.20 -8.78
C -0.90 2.75 -8.27
C -0.97 -1.81 -0.88
C 3.24 -0.14 2.77
C -0.85 -0.40 0.96
C -1.68 -0.62 -1.19
C -1.57 4.22 -4.66
C 1.57 -3.67 -7.67
C 1.17 1.69 -7.59
C 2.62 -1.80 1.10
C -0.01 -3.74 -4.07
C 1.63 2.62 2.63
C -1.20 -3.78 -4.80
C 1.57 -1.24 -7.53
C -1.28 -1.36 -4.81
C -1.47 2.01 -3.69
C 1.88 2.53 -8.49
C -0.11 1.88 -4.05
C -0.23 1.77 -7.53
C 0.59 -2.52 -3.80
C -0.02 -1.31 -4.19
C -1.60 0.27 -0.07
C -2.18 3.17 -3.96
C -0.21 4.13 -4.95
C 1.68 1.59 1.71
C -1.85 -2.59 -5.14
C 2.38 0.34 1.79
C 1.91 -2.50 -7.00
C 0.84 -3.62 -8.87
C 1.19 3.46 -9.27
C 0.53 -2.38 -9.43
C 0.06 2.87 0.79
C -0.20 3.59 -9.15
C 0.53 3.01 -4.60
C -0.44 -1.67 0.44
H -1.36 4.15 0.15
H 0.46 -4.66 -3.72
H -2.82 -2.62 -5.63
H 3.60 0.48 3.58
H 0.05 -2.46 0.99
H 3.57 0.56 -7.14
H 1.74 4.08 -9.98
H 1.87 -4.64 -7.26
H -0.89 -2.68 -1.51
H -1.98 2.86 -8.15
H -2.15 5.10 -4.93
H -0.79 1.10 -6.88
H 1.55 -2.49 -3.26
H 0.65 -0.24 -9.24
H -1.83 -0.44 -5.03
H -3.23 3.25 -3.65
H -1.99 1.18 -3.19
H 1.41 0.23 -2.33
H -0.89 2.97 -1.02
H 2.02 -2.90 -0.51
H 2.47 -2.56 -6.07
H 2.96 2.41 -8.59
H -0.73 4.34 -9.74
H 0.00 -2.32 -10.39
H 0.53 -4.55 -9.37
H -2.10 1.22 0.02
H 2.88 -3.77 0.72
H -1.63 -4.75 -5.06
H 2.25 2.65 3.52
H 1.61 3.00 -4.78
H -0.72 -0.05 1.97
H 0.27 4.96 -5.47
H -2.24 -0.43 -2.10

Entry 4:
66
Properties=species:S:1:pos:R:3 method="wB97M-V/def2-TZVPD" charge=+2 homo_lumo_gap_ha=0.1990 e_homo_ev=-12.160
Hf 0.09 -0.01 -0.23
I 0.12 -3.18 0.67
I -1.51 -1.96 -2.11
O -1.50 -0.28 0.87
O 0.64 2.02 -0.23
O -1.02 1.32 -1.42
O -0.66 2.27 2.32
O -3.51 0.04 -0.12
O 13.00 0.31 -0.33
N 6.67 -0.04 0.96
N 1.79 -0.39 -1.58
N 6.66 -0.02 -1.27
N 1.73 -0.21 1.20
C 7.42 0.01 -0.19
C 4.18 -0.16 -1.56
C 2.97 -0.16 -3.64
C 9.60 0.12 1.01
C 1.80 -0.32 -2.90
C 13.78 0.35 0.86
C -0.80 3.48 1.55
C 1.64 -0.18 2.53
C 2.95 -0.21 0.57
C 2.79 -0.16 3.32
C 4.13 -0.15 1.31
C 10.94 0.21 -1.41
C -1.70 -3.18 -0.41
C -2.58 1.92 1.04
C 5.39 -0.09 -0.80
C 9.57 0.13 -1.39
C -1.72 4.37 2.39
C -1.55 2.94 0.32
C 11.66 0.24 -0.21
C -2.58 3.32 3.13
C -2.62 0.49 0.52
C 4.02 -0.14 2.72
C -2.07 2.03 2.50
C 4.17 -0.10 -2.97
C 8.88 0.09 -0.17
C 10.99 0.20 1.01
C 2.97 -0.26 -0.89
C -0.60 2.18 -0.56
C 5.35 -0.10 0.57
H 9.11 0.09 1.98
H -2.07 3.70 -0.27
H -2.31 5.04 1.77
H -1.14 4.97 3.08
H 9.02 0.11 -2.31
H 11.53 0.22 1.95
H -3.61 2.28 0.95
H -2.36 3.31 4.20
H 7.04 -0.03 1.89
H 0.17 3.90 1.32
H 5.11 0.00 -3.50
H 11.49 0.25 -2.34
H 13.54 1.23 1.45
H -2.22 1.13 3.08
H 2.69 -0.15 4.39
H 0.65 -0.18 2.96
H 13.64 -0.56 1.44
H -2.47 -2.75 0.21
H -3.65 3.45 3.00
H 0.84 -0.39 -3.40
H 2.92 -0.10 -4.72
H -1.92 -4.19 -0.74
H 14.82 0.41 0.53
H 4.92 -0.10 3.32

Entry 5:
102
Properties=species:S:1:pos:R:3 method="wB97M-V/def2-TZVPD" charge=-1 multiplicity=3 homo_lumo_gap_ha="0.2165 / 0.2163" e_homo_ev="-3.958 / -3.960"
Ti -0.71 3.11 1.51
S -4.40 -4.06 2.13
S -1.90 4.66 3.13
S -1.06 -2.67 0.05
O 1.22 3.36 1.66
O 3.19 1.71 -6.49
N -2.64 -4.25 -1.45
N -1.15 1.81 3.19
N -0.43 2.59 4.15
N -2.90 -2.58 3.73
N -2.04 -5.14 0.46
N -0.54 4.56 5.39
N 2.55 -0.27 -5.68
N -1.99 2.27 -0.16
N 2.33 1.43 -0.79
N 3.26 1.47 -4.31
N -0.50 4.85 -0.11
N -1.79 -4.20 2.82
C 3.13 0.46 -0.32
C 1.85 -3.40 -2.87
C 3.04 -3.35 -3.60
C -2.81 -3.28 -2.56
C 0.87 5.41 0.04
C -0.92 -3.48 3.59
C -2.83 -6.06 -0.19
C -1.55 1.03 -0.83
C 2.99 0.98 -5.53
C -2.12 3.32 -1.21
C 4.01 -0.26 -1.08
C -1.97 -4.06 -0.28
C 2.37 1.70 -2.10
C -0.83 4.13 -1.33
C 3.43 0.21 3.18
C -2.99 -3.62 2.87
C 3.19 2.50 2.53
C -1.45 5.92 0.17
C -3.36 2.02 0.34
C -4.01 -1.75 4.21
C 4.02 1.45 2.95
C 0.90 -2.36 -3.08
C 3.22 1.01 -2.96
C 2.33 -1.33 -4.70
C 4.04 0.00 -2.47
C -0.29 0.99 2.46
C 1.67 -4.46 -1.82
C -1.60 -2.48 4.20
C 2.07 0.07 2.98
C 1.14 -1.36 -4.00
C 1.20 1.08 2.60
C -3.16 -5.51 -1.40
C -0.88 3.80 4.29
C 1.87 2.31 2.19
C 3.30 -2.32 -4.55
B -1.47 -5.38 1.91
H -3.54 -0.97 4.83
H -2.39 0.62 -1.37
H -2.30 2.79 -2.14
H 0.47 -0.55 -4.13
H -3.67 2.96 0.81
H -2.47 5.56 0.13
H -3.13 -7.00 0.22
H 1.10 6.27 -0.60
H -2.95 3.93 -0.89
H 4.00 -0.63 3.51
H -1.33 -1.77 4.92
H -3.47 1.20 1.06
H 1.75 2.54 -2.44
H 3.67 3.45 2.31
H -0.34 -5.53 1.84
H 0.01 -2.47 -2.44
H 2.48 -4.59 -1.13
H 1.61 -0.95 3.11
H -1.21 0.37 -0.10
H -4.03 1.81 -0.53
H 0.10 -3.75 3.63
H -4.72 -2.35 4.76
H -3.79 -5.87 -2.16
H 3.02 0.31 0.76
H 0.95 5.61 1.14
H 1.59 4.62 -0.17
H -1.22 6.39 1.10
H 3.47 2.44 -4.42
H -0.62 5.55 5.25
H 3.73 -4.16 -3.45
H -0.97 4.91 -2.10
H 0.79 -4.24 -1.22
H -1.31 6.67 -0.66
H 4.49 -1.15 -0.71
H 5.03 1.76 3.16
H 0.10 4.09 6.04
H -4.50 -1.28 3.39
H -0.70 -0.01 2.21
H -2.48 -3.71 -3.50
H -0.01 3.55 -1.60
H 1.52 -5.42 -2.31
H -2.15 -2.49 -2.30
H -2.04 -6.35 2.36
H -0.78 1.30 -1.59
H 4.73 -0.44 -3.11
H 2.21 -0.39 -6.63
H -3.86 -2.98 -2.64
H 4.22 -2.23 -5.07

Entry 6:
17
Properties=species:S:1:pos:R:3 method="wB97M-V/def2-TZVPD" homo_lumo_gap_ha=0.2920 e_homo_ev=-7.105
O 0.58 -2.16 -1.18
N -0.61 -0.38 2.07
C -0.97 0.34 -1.64
C 0.54 -1.51 -0.18
C 1.94 1.45 -0.02
C -1.03 -0.48 0.75
C -0.34 0.21 -0.27
C 0.99 0.55 -0.11
H 1.72 2.52 0.05
H -1.82 -0.33 -1.75
H 2.99 1.18 -0.02
H -0.21 0.50 2.36
H -0.24 0.11 -2.41
H 0.94 -1.60 0.82
H -1.32 1.37 -1.77
H -1.19 -0.82 2.76
H -1.98 -0.94 0.53

Entry 7:
8
Properties=species:S:1:pos:R:3 method="wB97M-V/def2-TZVPD" homo_lumo_gap_ha="0.3086 / 0.2933" e_homo_ev="-8.807 / -8.579"
Cl -1.49 2.37 -0.57
Cl -2.17 -0.31 0.32
Cl 1.97 -0.89 -0.31
Cl 1.84 2.00 0.27
C 1.30 0.44 0.60
C -1.09 0.74 -0.51
H -0.66 0.15 -1.45
H 1.38 0.20 1.60

Entry 8:
26
Properties=species:S:1:pos:R:3 method="wB97M-V/def2-TZVPD" smiles="CP(C)C1=CC(=O)OC1=O.CCO" homo_lumo_gap_ha=0.2914 e_homo_ev=-8.606
P -0.20 0.94 0.79
O 0.04 6.04 0.49
O -2.97 3.07 0.44
O 0.49 -2.71 -0.28
O -1.66 4.73 1.25
C -0.02 0.50 -0.97
C -1.91 3.42 0.82
C -1.64 0.04 1.45
C 1.66 -3.16 -0.97
C 0.35 3.66 0.88
C -0.35 4.98 0.86
C -0.59 2.71 0.83
C 1.59 -4.63 -1.33
H 0.76 -0.25 -1.05
H -0.93 0.07 -1.40
H -1.55 0.03 2.53
H 0.71 -4.82 -1.95
H -2.61 0.41 1.14
H 0.41 -3.23 0.52
H 2.48 -4.94 -1.87
H -1.51 -1.00 1.11
H 1.42 3.52 0.93
H 0.26 1.36 -1.58
H 1.50 -5.24 -0.43
H 2.55 -2.96 -0.35
H 1.74 -2.54 -1.86

Entry 9:
16
Properties=species:S:1:pos:R:3 method="wB97M-V/def2-TZVPD" smiles=N[C@@H]1[C@@H]2CCS[C@@H]12 homo_lumo_gap_ha=0.3408 e_homo_ev=-8.319
S 1.13 1.56 -1.15
N 0.40 -2.57 -0.05
C 0.11 -0.02 0.55
C 0.95 -1.21 0.07
C -1.20 0.81 0.35
C 0.49 -0.16 -0.87
C -0.53 2.02 -0.14
H -1.82 0.37 -0.34
H -1.86 1.13 1.17
H -1.19 2.78 -0.79
H -0.07 2.77 0.55
H 1.96 -1.22 0.55
H -0.20 -0.70 -1.48
H 1.08 -3.44 -0.26
H 0.10 -2.84 0.83
H 0.67 0.74 1.02